[1]
38
Properties=species:S:1:pos:R:3:forces:R:3 method="wB97M-V/def2-TZVPD" gap_ev="6.484 / 5.848" spin_multiplicity=3 charge=+1
C 0.65486 0.45017 -3.55452 1.62 -1.51 -0.11
C -0.54961 -0.34717 -3.72520 0.31 0.38 0.31
C -0.29136 -1.68870 -3.38027 -0.11 0.71 0.83
C 1.03302 -1.79224 -2.89258 0.70 0.75 0.31
C 1.70326 -0.50894 -2.98387 -1.26 0.51 -1.68
W 0.57714 0.44675 -1.40938 0.01 -2.42 -0.33
P -0.41097 2.52249 -1.73662 -0.87 1.27 0.05
H 0.92219 1.35941 -4.08223 -0.21 -0.13 -0.04
H -1.47974 0.07368 -4.10952 0.27 -0.35 0.12
H -1.05388 -2.47641 -3.32493 0.52 0.41 -0.30
H 2.77072 -0.30460 -2.97624 -0.20 -0.23 -0.08
H 1.55133 -2.69323 -2.56181 -0.39 0.25 -0.02
H -1.51235 2.93455 -0.89703 0.52 0.25 -0.49
H -0.88417 2.92198 -3.03590 0.10 -0.35 0.70
H 0.51640 3.60609 -1.53787 -0.55 -0.18 0.01
C 1.52168 -0.55862 2.60466 0.40 -0.38 0.15
N 0.78610 0.73012 2.63964 -0.34 0.08 0.20
C 1.63074 1.84875 3.13858 0.11 0.20 -0.02
C 0.10904 1.02960 1.29636 -0.33 0.69 0.93
C -0.86139 -0.06734 1.01969 -0.50 -0.89 -0.45
C -1.79242 -0.46212 1.97628 0.10 -0.09 0.14
C -2.49665 -1.64844 1.80076 -0.21 0.10 0.09
C -2.27430 -2.41027 0.65840 0.29 -0.18 -0.56
C -1.40670 -1.97324 -0.35319 -0.27 0.27 0.63
C -0.73159 -0.75127 -0.20341 0.11 0.52 -0.21
H 2.23155 -0.54165 1.77072 -0.18 0.01 0.16
H 0.80668 -1.37516 2.48628 0.15 0.17 -0.10
H 2.05670 -0.66714 3.55408 -0.10 -0.02 -0.25
H 0.02603 0.60516 3.33529 0.30 0.04 -0.63
H 2.40725 2.06945 2.39910 -0.16 -0.06 0.17
H 0.99789 2.72656 3.30511 0.17 -0.18 -0.12
H 2.08379 1.53790 4.08341 -0.04 0.12 -0.20
H -0.37874 2.00228 1.44240 0.19 -0.04 -0.07
H 0.95430 1.16588 0.55550 -0.17 -0.09 0.56
H -1.97152 0.14416 2.86584 -0.01 -0.10 -0.01
H -3.21969 -1.97726 2.54586 0.19 0.11 -0.18
H -2.79474 -3.35914 0.53270 0.09 0.20 0.08
H -1.23084 -2.57200 -1.24609 -0.26 0.15 0.39

[2]
62
Properties=species:S:1:pos:R:3:forces:R:3 method="wB97M-V/def2-TZVPD" gap_ev=5.386 charge=+2
Tc 0.02518 -0.56332 -1.04343 0.42 2.21 1.46
C -2.35043 -0.72242 2.04865 -0.05 0.03 -0.11
C -2.97308 0.30763 1.14735 0.10 -0.25 -0.27
C -3.77782 1.30971 1.66663 -0.04 0.06 0.03
C -4.42238 2.20936 0.82966 0.01 -0.03 -0.02
C -4.29518 2.09099 -0.54473 -0.03 0.14 0.08
C -3.49992 1.10251 -1.11204 0.25 -0.24 -0.02
C -3.51618 0.87527 -2.59636 0.00 0.04 0.02
C -2.80141 0.24400 -0.24997 -0.53 0.39 0.47
N -1.95660 -0.76710 -0.80489 0.94 0.48 -0.27
C -2.54811 -2.00634 -1.04992 -0.06 -0.41 0.06
O -3.72160 -2.24371 -1.02907 0.10 0.08 -0.04
C -1.49177 -3.02135 -1.37908 -0.19 0.02 -0.12
C -1.69915 -4.22515 -2.02306 0.05 0.03 0.16
C -0.58408 -4.97913 -2.38011 -0.05 0.03 0.04
C 0.69467 -4.50670 -2.09860 0.07 0.07 0.12
C 0.81927 -3.28743 -1.46122 0.01 -0.19 -0.06
N -0.26173 -2.58660 -1.10138 0.01 -0.31 0.06
C 2.11141 -2.55956 -1.24637 0.11 -0.40 -0.16
O 3.18356 -3.03110 -1.48794 -0.05 0.08 0.08
N 1.86734 -1.24095 -0.84244 -1.07 0.39 -0.01
C 2.90201 -0.45871 -0.28982 0.60 0.41 0.32
C 3.69187 -0.91116 0.78068 -0.20 0.00 -0.13
C 3.53285 -2.26889 1.39776 0.06 -0.03 -0.05
C 4.65172 -0.03852 1.28879 0.00 0.03 -0.01
C 4.84630 1.21919 0.74788 -0.03 0.03 -0.04
C 4.05843 1.65191 -0.31354 0.05 0.11 0.07
C 3.07236 0.83239 -0.82703 -0.09 -0.30 -0.05
C 2.26870 1.27371 -2.01765 0.44 -0.16 0.13
H -2.64389 -0.54869 3.08129 0.03 -0.04 0.01
H -1.25933 -0.71762 1.99738 0.05 -0.02 0.05
H -2.68009 -1.72502 1.76496 0.00 -0.01 0.06
H -3.92997 1.36673 2.73731 0.03 -0.01 0.00
H -5.05659 2.97829 1.25012 -0.01 0.00 -0.01
H -4.84626 2.75970 -1.19370 0.00 -0.01 -0.02
H -3.89365 1.75034 -3.12031 0.04 0.01 -0.01
H -4.19265 0.04567 -2.81443 0.05 -0.02 -0.07
H -2.53435 0.62327 -3.00041 -0.02 0.02 -0.03
H -2.71169 -4.53230 -2.24749 0.00 -0.03 0.01
H -0.71222 -5.91567 -2.90637 0.01 -0.02 0.03
H 1.59180 -5.04048 -2.38236 -0.01 -0.01 -0.03
H 2.49081 -2.59264 1.44128 0.00 0.00 0.01
H 3.93526 -2.27333 2.40817 -0.05 0.00 0.02
H 4.09259 -3.00295 0.81620 -0.04 -0.05 0.04
H 5.25347 -0.36215 2.12841 0.02 -0.01 -0.01
H 5.60836 1.87187 1.15210 0.01 -0.02 -0.01
H 4.22944 2.62906 -0.74778 -0.04 0.01 0.02
H 2.35226 2.34781 -2.17008 -0.21 0.02 -0.01
H 1.16825 1.07784 -1.90661 -0.46 0.08 -0.03
H 2.59904 0.76957 -2.92686 -0.19 -0.05 -0.03
C 0.07438 0.67690 0.31675 -0.05 -2.13 -1.63
C 0.15818 1.74474 1.15467 -0.08 0.29 0.11
C 1.22109 1.88393 2.09316 0.19 -0.28 0.00
C 1.33635 3.04405 2.81030 0.06 0.01 0.08
C 0.40801 4.07617 2.63016 -0.11 -0.17 -0.11
C -0.65786 3.94435 1.73623 0.01 0.11 0.07
C -0.79771 2.79587 1.00151 -0.18 -0.10 -0.21
H 1.91313 1.06197 2.23055 0.08 0.06 -0.05
H 2.14154 3.16359 3.52182 0.00 -0.02 0.00
H 0.50702 4.98761 3.20558 0.02 0.01 0.00
H -1.37268 4.74772 1.62446 -0.01 -0.01 -0.01
H -1.61828 2.66527 0.30528 0.03 0.05 0.00

[3]
53
Properties=species:S:1:pos:R:3:forces:R:3 method="wB97M-V/def2-TZVPD" gap_ev="5.227 / 6.578" spin_multiplicity=5
Ru -0.10819 -0.41000 -0.03269 1.39 -3.13 -4.57
Si -1.61987 -0.22397 1.72084 1.05 1.94 0.38
P -1.48307 -1.73336 -1.14960 -1.08 0.96 -0.39
N -0.13866 1.22147 -0.73517 -1.60 5.55 -2.20
H 0.28360 -0.48065 1.28233 1.16 0.03 6.47
C -0.70997 -2.26601 -2.68411 -0.04 -0.67 -0.63
H -1.42412 -2.84563 -3.29208 0.31 0.04 0.01
H 0.17011 -2.87914 -2.43580 -0.31 0.19 -0.17
H -0.37912 -1.38918 -3.26342 -0.16 -0.27 0.31
C -2.08745 -3.20032 -0.29418 -0.60 -0.77 -0.40
H -2.66875 -3.80105 -1.01496 0.06 -0.06 0.39
H -2.73853 -2.92071 0.54833 0.25 0.03 -0.33
H -1.25228 -3.80777 0.08858 -0.23 0.32 -0.24
C -2.91367 -0.72975 -1.68761 -0.46 -0.80 -0.23
H -3.65364 -1.37782 -2.16730 -0.22 0.21 -0.09
H -2.58803 0.03845 -2.39600 0.13 -0.18 0.14
H -3.36410 -0.23411 -0.82458 0.08 -0.14 -0.11
C -1.23181 -1.08641 3.34541 -0.62 0.25 0.26
H -0.18965 -0.93989 3.65586 -0.31 0.07 -0.10
H -1.43927 -2.15820 3.27433 -0.03 0.06 0.17
H -1.92085 -0.61422 4.06684 0.35 -0.47 0.14
H -1.69511 1.32724 2.00777 -0.19 -1.27 0.01
H -2.95321 -0.59897 1.26277 -0.75 -0.26 0.15
C -0.62311 2.37137 -1.34561 1.33 -2.75 0.95
C -0.45725 3.94158 -3.14600 -0.62 0.40 -0.04
C 0.06187 2.85158 -2.49519 -0.43 0.06 0.54
C -1.83154 2.93816 -0.88051 0.00 0.04 -0.18
C -2.34330 4.02192 -1.55672 0.34 0.23 -0.62
C -1.66318 4.51726 -2.68646 -0.30 0.82 -0.49
H 0.04599 4.33942 -4.02430 -0.19 0.00 0.08
H 0.92935 2.29429 -2.83752 -0.04 0.24 0.08
H -2.34880 2.46719 -0.04491 0.26 0.19 -0.13
H -3.27394 4.48749 -1.24727 0.08 -0.07 -0.03
H -2.11434 5.37456 -3.24505 0.55 -0.81 0.56
C 1.94966 -2.53700 0.68991 -0.94 -0.05 -1.48
O 1.35800 -2.18149 -0.37672 1.08 -0.62 1.99
C 3.34166 -2.06516 0.94577 0.33 2.03 0.46
H 3.88747 -2.61512 1.72480 -0.35 0.12 -0.22
H 3.32968 -0.92131 1.25042 -0.07 -2.18 -0.56
H 3.87953 -2.14356 -0.00881 0.01 0.17 0.29
C 1.24883 -3.52363 1.58566 -0.60 -0.92 0.32
H 1.13885 -4.45503 0.94553 -0.01 0.85 0.85
H 0.19489 -3.19908 1.88201 1.33 -0.09 -0.60
H 1.79088 -3.79956 2.52785 -0.31 0.35 -0.95
C 3.46973 1.75451 0.48028 0.54 0.02 -0.78
C 2.53880 1.90944 1.64095 -5.01 -1.82 0.82
N 2.96599 2.67324 2.65932 -0.06 -0.41 -0.34
O 1.33900 1.39437 1.76953 5.18 1.81 -0.87
H 3.73235 2.77178 0.12152 -0.07 -0.53 0.13
H 3.06279 1.19102 -0.38316 -0.08 0.31 0.79
H 4.41503 1.26734 0.80523 -0.55 0.29 -0.12
H 2.28532 2.76756 3.38938 0.14 0.35 0.30
H 3.79543 3.21688 2.58451 0.31 0.34 0.26

[4]
76
Properties=species:S:1:pos:R:3:forces:R:3 method="wB97M-V/def2-TZVPD" gap_ev=1.282 charge=+1
Sn 1.02911 -0.38259 6.90052 0.08 -0.26 -0.77
B 2.29550 -2.37550 2.00431 0.26 -1.54 -0.31
F 0.99769 -1.94789 2.18119 -1.81 -0.10 0.14
F 2.59475 -2.87217 0.74946 -0.52 -0.67 0.11
F 3.02354 -1.26887 2.16114 2.02 2.50 0.91
F 2.58219 -3.31086 3.05859 -0.13 0.11 -0.19
C -1.79228 5.03590 0.33672 -1.11 0.63 2.80
C -2.46691 4.23104 1.52433 1.09 -1.07 -1.54
O -3.33632 4.92418 2.45592 -0.24 0.26 0.98
C -3.20216 4.80876 3.80539 2.54 -0.80 -0.55
O -2.32467 4.14233 4.35106 -2.24 1.20 -0.65
C -4.13752 5.82111 4.61635 -0.33 0.78 -1.52
F -3.45060 6.44193 5.56176 0.33 -1.45 1.47
F -4.48151 6.86186 3.86772 -0.63 -0.10 -1.46
F -5.29321 5.25519 5.03010 1.27 -0.04 0.34
H -1.07251 5.71019 0.80080 0.52 -0.20 -0.39
H -2.52197 5.71076 -0.11073 -0.02 -0.51 -0.57
H -1.35863 4.24871 -0.28003 0.00 0.52 -0.26
H -1.67137 3.64198 1.98065 -0.05 0.54 0.82
H -2.98352 3.44453 0.97424 -1.09 0.17 0.53
C -6.62046 -1.88374 4.46164 -0.05 -0.74 1.86
C -5.63448 -2.10125 3.33852 -1.26 1.05 -0.83
O -5.31898 -3.48108 3.09508 1.36 -1.07 1.66
C -4.42588 -4.05529 3.95856 1.12 4.65 1.71
O -3.70212 -3.42024 4.78698 -2.80 -2.52 -3.17
C -4.38610 -5.55972 3.88751 -0.96 -0.62 -0.70
F -4.98666 -6.11018 2.84043 -1.07 0.42 -0.39
F -3.16942 -5.96765 3.79397 2.58 -0.44 0.59
F -4.94834 -6.03555 4.99210 -0.25 -0.16 0.55
H -7.44722 -2.59132 4.52406 -0.17 -0.13 -1.08
H -7.07595 -0.89382 4.48777 0.32 0.07 -0.29
H -6.22999 -2.09717 5.45667 0.70 0.48 0.10
H -4.76291 -1.44673 3.32907 0.23 -0.42 0.55
H -6.20798 -1.76074 2.47640 0.30 -0.53 -0.51
C 3.52809 0.26095 -5.07988 -0.47 0.41 -0.15
C 2.20645 -0.25311 -5.72276 0.54 -0.27 1.68
O 2.17069 0.22787 -7.02661 0.67 0.34 -3.01
C 1.31628 -0.13231 -8.00754 0.19 -0.34 0.95
O 0.22564 -0.59329 -7.85237 0.26 -0.15 -0.10
C 1.83977 0.23600 -9.45509 0.85 -0.81 1.61
F 3.20419 0.38380 -9.46634 -1.56 0.06 -0.32
F 1.49454 -0.67908 -10.36141 0.26 0.26 0.39
F 1.22358 1.36367 -9.73113 0.18 0.96 -0.75
H 3.68957 1.33877 -5.09801 -0.59 0.16 -0.10
H 4.39043 -0.11329 -5.63162 -0.17 -0.42 0.01
H 3.60769 -0.03164 -4.03290 -0.10 -0.27 -0.09
H 1.26120 0.00481 -5.24517 0.25 0.26 0.46
H 2.30343 -1.33664 -5.65452 -0.32 -0.20 -0.56
C 1.87783 9.29122 4.78074 -0.51 -0.37 -1.17
C 1.97072 7.75969 4.55468 -1.13 1.62 1.47
O 3.22784 7.46502 3.96536 1.10 -0.78 -0.21
C 3.48538 6.16303 3.77790 -1.36 0.28 -0.31
O 2.68037 5.31515 4.04678 0.39 -0.63 0.16
C 4.81329 5.82520 3.02319 -0.66 1.54 1.00
F 4.55080 5.56549 1.75216 0.12 0.40 -0.28
F 5.62101 6.89670 3.17335 0.09 -0.73 -0.65
F 5.38764 4.75951 3.53463 0.33 -0.39 0.41
H 2.55987 9.76800 5.48472 0.24 -0.53 -0.09
H 0.86722 9.55503 5.09246 -0.08 -0.26 0.20
H 1.96660 9.76067 3.80102 0.31 0.24 0.05
H 1.11956 7.39508 3.97964 0.32 0.11 -0.61
H 1.78302 7.30752 5.52854 0.81 -0.54 0.06
C 1.20821 -8.76573 -2.51847 -0.46 -1.65 -0.99
C 2.00627 -7.92287 -3.45971 0.24 1.30 0.42
O 1.84002 -8.27660 -4.85755 -0.73 -1.21 -0.26
C 2.55703 -7.64087 -5.75895 2.95 3.28 3.61
O 3.36777 -6.74560 -5.47597 -1.77 -1.94 -0.87
C 2.39349 -8.06695 -7.15425 -1.19 -1.59 -1.93
F 2.63621 -7.09365 -8.01052 0.14 0.14 0.04
F 3.20454 -9.11011 -7.45624 -0.29 0.51 0.31
F 1.11416 -8.47785 -7.34047 0.42 0.04 -0.17
H 0.13027 -8.65377 -2.63514 0.05 0.07 0.07
H 1.48852 -8.71308 -1.46645 0.16 0.59 -0.21
H 1.47985 -9.77509 -2.82751 -0.40 -0.46 0.26
H 3.04723 -8.07976 -3.17708 0.13 0.68 -0.36
H 1.64091 -6.89833 -3.38951 0.76 0.25 0.07

[5]
16
Properties=species:S:1:pos:R:3:forces:R:3 method="wB97M-V/def2-TZVPD" gap_ev=10.269
H 1.52669 0.27651 3.39156 -0.79 -1.90 0.00
N 0.91660 -0.28064 2.73039 0.93 1.89 -0.35
C 0.93688 0.61665 1.80654 -0.25 1.40 -1.40
N 0.33904 0.62926 0.53077 -0.78 -1.36 0.73
H 1.55224 1.53495 1.96226 -0.61 -0.40 -0.34
H 0.01387 1.49308 0.07088 0.70 -0.45 0.78
H -0.30876 -0.15984 0.32728 0.78 0.87 0.33
O -1.12698 -0.55667 -2.94422 0.07 -0.61 0.34
H -0.25925 -0.99504 -2.99036 -0.38 0.31 0.04
H -1.71112 -1.25406 -2.59624 0.27 0.39 -0.22
O 0.64145 -2.89093 0.49925 0.00 1.54 0.93
H 0.66229 -2.08849 1.07801 -0.65 -0.38 -0.67
H 1.39195 -3.28168 0.93253 0.67 -1.10 -0.11
O -1.30211 2.64437 -1.52488 -0.63 -0.91 -1.67
H -1.49757 3.09403 -2.40485 0.40 -1.09 1.74
H -1.47998 1.66617 -1.67962 0.28 1.79 -0.13

[6]
16
Properties=species:S:1:pos:R:3:forces:R:3 method="wB97M-V/def2-TZVPD" gap_ev=8.925 charge=+1
C -0.48821 1.48535 1.53458 -1.68 2.73 0.30
C 0.26725 0.32188 2.14147 1.81 1.46 -1.72
C 1.01824 -1.14246 -2.25729 -0.50 0.21 1.09
C -1.20395 -0.50308 0.09138 -1.79 7.98 0.81
N -0.74545 0.19425 1.12852 -0.86 -4.33 -1.37
N 0.29583 -0.20333 -1.36484 0.55 0.56 0.94
O 0.70208 0.92334 -1.25563 -0.21 -1.73 -0.52
H -1.39394 1.98439 2.03984 1.77 -0.72 -0.40
H -0.01546 2.09257 0.75274 0.02 -0.03 0.69
H 1.31437 0.28653 1.76332 -0.87 -0.29 0.23
H 0.19818 0.10369 3.17289 -0.87 -0.72 0.73
H 1.90991 -0.63641 -2.56488 0.09 0.31 -1.34
H 0.15803 -1.46207 -2.83788 0.42 0.25 -1.37
H 1.35378 -2.10207 -1.85173 -0.34 0.28 1.03
H -2.06322 0.13117 -0.43696 2.16 -1.44 0.74
H -1.30742 -1.47373 -0.05554 0.31 -4.50 0.13